Record 1
Below is C51H38AuClN6O5PS as an isolated structure, with properties calculated with the ωB97M-V functional and the def2-TZVPD basis.

Structure (ORCA input):
```
! wB97M-V def2-TZVPD RIJCOSX def2/J DEFGRID3
* xyz 1 3
Au -0.154 -0.277 0.448
Cl 2.293 0.068 0.018
C 2.570 1.780 -0.133
C 3.869 2.176 -0.427
C 4.168 3.520 -0.548
C 3.168 4.460 -0.366
C 1.880 4.051 -0.080
C 1.544 2.701 0.045
P -0.270 2.255 0.347
C -0.943 3.839 -0.304
C -1.045 4.051 -1.674
C -1.508 5.266 -2.151
C -1.861 6.274 -1.268
C -1.761 6.062 0.097
C -1.312 4.846 0.582
C -0.376 2.398 2.158
C -1.584 2.256 2.841
C -1.615 2.288 4.223
C -0.450 2.480 4.946
C 0.751 2.637 4.275
C 0.791 2.592 2.894
H 4.636 1.429 -0.567
H 5.174 3.828 -0.788
H 3.385 5.514 -0.457
H 1.116 4.799 0.053
H -0.757 3.267 -2.361
H -1.585 5.432 -3.215
H -2.199 7.229 -1.642
H -2.017 6.847 0.792
H -1.221 4.689 1.647
H -2.506 2.131 2.299
H -2.559 2.180 4.734
H -0.481 2.525 6.023
H 1.664 2.811 4.825
H 1.735 2.724 2.387
O -2.291 1.832 0.049
C -2.879 0.727 0.101
N -2.319 -0.402 0.431
S -3.446 -1.662 0.543
O -3.181 -2.707 -0.391
O -3.665 -2.003 1.918
C -4.822 -0.626 -0.007
C -6.159 -0.893 -0.188
C -6.981 0.154 -0.597
C -6.476 1.429 -0.803
C -5.132 1.698 -0.600
C -4.320 0.650 -0.198
H -6.552 -1.883 -0.027
H -8.032 -0.021 -0.753
H -7.131 2.223 -1.122
H -4.710 2.678 -0.758
C 1.529 -1.001 4.761
C 1.420 -0.616 3.437
N 0.252 -0.496 2.820
C -0.847 -0.782 3.491
C -0.849 -1.189 4.824
C 0.376 -1.282 5.478
C -2.145 -1.470 5.452
C -2.901 -2.516 5.118
C -2.459 -3.528 4.169
C -3.367 -4.273 3.410
C -2.827 -5.141 2.481
N -1.521 -5.313 2.351
C -0.739 -4.594 3.137
N -1.152 -3.728 4.027
H 2.503 -1.079 5.216
H 2.292 -0.380 2.842
H -1.774 -0.700 2.948
H 0.428 -1.603 6.509
H -2.505 -0.738 6.164
H -3.890 -2.636 5.534
H -4.429 -4.146 3.516
H -3.456 -5.723 1.821
H 0.331 -4.736 3.051
O -0.972 -2.609 1.287
C -0.314 -3.082 0.370
N -0.066 -4.373 0.095
C 0.815 -4.507 -1.038
C 1.093 -2.964 -1.368
O 1.844 -2.603 -2.232
N 0.388 -2.277 -0.488
C 0.114 -5.224 -2.170
C -0.346 -4.589 -3.313
C -1.029 -5.310 -4.280
C -1.275 -6.661 -4.103
C -0.808 -7.300 -2.967
C -0.115 -6.589 -2.005
C 2.156 -5.093 -0.712
C 3.012 -5.426 -1.762
C 4.249 -5.975 -1.497
C 4.654 -6.184 -0.187
C 3.817 -5.834 0.861
C 2.578 -5.279 0.604
H -0.586 -5.140 0.506
H -0.160 -3.537 -3.464
H -1.374 -4.818 -5.176
H -1.820 -7.220 -4.850
H -0.981 -8.358 -2.831
H 0.257 -7.090 -1.122
H 2.692 -5.251 -2.778
H 4.895 -6.238 -2.318
H 5.622 -6.617 0.014
H 4.138 -5.991 1.880
H 1.923 -5.004 1.419
*
```

## Properties
E   -4006.1488 Ha
<S²>   2.02
HOMO-LUMO gap (alpha / beta)   8.27 / 4.31 eV
ΔE to the lowest compared entry with this formula, charge and spin   32.5 kcal per mole

---

Record 2
Below is one molecule with the formula C17H18N2O5S, with properties calculated with the ωB97M-V functional and the def2-TZVPD basis.

Structure (ORCA input):
```
! wB97M-V def2-TZVPD RIJCOSX def2/J DEFGRID3
* xyz 0 1
C -6.647 -1.413 -1.619
C -6.071 -1.660 -0.218
C -5.871 -3.168 -0.043
C -7.069 -1.182 0.846
C -4.778 -0.876 -0.069
C -3.554 -1.476 0.204
C -2.401 -0.725 0.334
C -2.435 0.657 0.194
N -1.231 1.362 0.338
C -1.010 2.691 0.257
O -1.833 3.550 0.044
C 0.462 3.081 0.477
O 1.315 1.964 0.699
C 2.318 1.765 -0.174
O 2.552 2.465 -1.123
C 3.099 0.573 0.180
C 2.929 -0.281 1.250
C 3.873 -1.309 1.267
C 4.739 -1.207 0.203
N 5.821 -2.065 -0.108
O 6.019 -3.003 0.633
O 6.467 -1.791 -1.097
S 4.422 0.136 -0.829
C -3.649 1.275 -0.080
C -4.792 0.511 -0.207
H -6.873 -0.362 -1.777
H -7.565 -1.982 -1.752
H -5.934 -1.726 -2.380
H -5.187 -3.562 -0.791
H -5.489 -3.400 0.949
H -6.826 -3.675 -0.162
H -7.297 -0.127 0.731
H -7.998 -1.742 0.765
H -6.659 -1.336 1.842
H -3.478 -2.544 0.321
H -1.462 -1.220 0.546
H -0.425 0.787 0.545
H 0.514 3.730 1.356
H 0.806 3.643 -0.398
H 2.158 -0.151 1.988
H 3.937 -2.088 2.004
H -3.692 2.345 -0.193
H -5.719 1.021 -0.420
*
```

## Properties
E   -1542.4458 Ha
HOMO-LUMO gap   7.11 eV
SMILES   CC(C)(C)c1ccc(NC(=O)COC(=O)c2ccc([N+](=O)[O-])s2)cc1
ΔE to the lowest compared entry with this formula, charge and spin   74.4 kcal per mole

---

Record 3
Below is C18H37IrO2P3 as an isolated structure, with properties calculated with the ωB97M-V functional and the def2-TZVPD basis.

Structure (ORCA input):
```
! wB97M-V def2-TZVPD RIJCOSX def2/J DEFGRID3
* xyz 4 6
Ir -0.151 0.130 0.721
P 1.152 0.793 2.519
P -1.041 2.067 0.073
P 1.755 -0.433 -0.442
H -1.556 -2.547 1.120
C -0.482 -2.668 1.202
C 0.235 -2.371 2.327
H -0.225 -1.917 3.211
C 0.308 1.057 4.117
C 1.996 2.417 2.334
C 2.605 -0.151 3.124
C -2.700 1.773 -0.612
C -1.319 3.277 1.408
C -0.022 2.776 -1.247
C 2.666 -1.909 0.088
C 3.030 0.857 -0.474
C 1.454 -0.716 -2.208
H -0.025 -3.151 0.333
H 1.300 -2.614 2.400
H -0.132 0.125 4.482
H -0.487 1.805 4.033
H 1.040 1.407 4.859
H 1.307 3.254 2.213
H 2.669 2.398 1.475
H 2.601 2.603 3.234
H 2.378 -1.202 3.304
H 2.938 0.279 4.081
H 3.449 -0.085 2.432
H -2.745 2.110 -1.660
H -3.435 2.310 0.002
H -2.910 0.697 -0.554
H -1.279 4.294 0.983
H -0.564 3.161 2.199
H -2.313 3.083 1.840
H -0.585 3.555 -1.787
H 0.250 1.959 -1.935
H 0.893 3.203 -0.807
H 3.443 -2.108 -0.659
H 2.000 -2.774 0.153
H 3.152 -1.768 1.058
H 3.720 0.623 -1.295
H 3.595 0.882 0.463
H 2.557 1.824 -0.670
H 2.353 -1.147 -2.666
H 1.181 0.213 -2.720
H 0.627 -1.424 -2.308
C -1.853 -1.724 -2.435
C -2.981 -1.013 -2.914
C -3.524 -1.394 -4.158
C -3.000 -2.456 -4.880
C -1.930 -3.185 -4.386
C -1.381 -2.844 -3.145
O -1.198 -1.480 -1.256
H -1.198 -0.554 -0.759
H -3.430 -0.197 -2.347
H -4.393 -0.845 -4.557
H -3.448 -2.717 -5.855
H -1.507 -4.034 -4.934
H -0.573 -3.422 -2.701
O -2.545 -0.039 2.700
C -1.725 -0.040 1.882
*
```

## Properties
E   -1985.1207 Ha
<S²>   8.77
HOMO-LUMO gap (alpha / beta)   4.55 / 3.69 eV
ΔE to the lowest compared entry with this formula, charge and spin   23.8 kcal per mole

---

Record 4
Below is one molecule with the formula C5H10O2, with properties calculated with the ωB97M-V functional and the def2-TZVPD basis.

Structure (ORCA input):
```
! wB97M-V def2-TZVPD RIJCOSX def2/J DEFGRID3
* xyz 0 1
C 1.479 -0.941 -0.340
C -0.006 -0.741 -0.115
C -0.670 0.432 -0.804
C -0.196 1.805 -0.327
O -0.661 2.126 0.965
C -0.776 -1.648 1.881
O -0.154 -0.636 1.332
H 1.670 -1.056 -1.409
H 2.050 -0.092 0.042
H 1.821 -1.846 0.176
H -1.756 0.370 -0.653
H -0.478 0.314 -1.876
H -0.601 2.568 -0.998
H 0.903 1.868 -0.393
H -0.472 1.370 1.536
H -0.507 -1.684 -0.376
H -1.552 -1.961 1.116
*
```

## Properties
E   -346.8561 Ha
HOMO-LUMO gap   9.02 eV
ΔE to the lowest compared entry with this formula, charge and spin   106.3 kcal per mole

---

- Which of these has the highest ΔE to the lowest compared entry with this formula, charge and spin?
  C5H10O2

---

- Among the records above, which one has the highest ΔE to the lowest compared entry with this formula, charge and spin?
  C5H10O2

---

- Among the records above, which one has the highest E?
  C5H10O2